Record 1
# C9H30O11P2

A cluster of 5 separate species, C9H30O11P2 in total (ωB97M-V with the def2-TZVPD basis set, OMol25).

Its strongest force on any atom is 3.409 eV/A. For the frontier orbital gap, the calculation gives 9.9 eV. The calculation puts the HOMO energy at -9.3788 eV. The SMILES is COP(=O)(OC)OC.COP(=O)(OC)OC.CO.CO.CO. Its total charge is 0. For the energy above the lowest of the compared OMol25 structures with the same formula, charge and spin, the calculation gives 18.0 kcal per mole.

CARTESIAN COORDINATES (ANGSTROEM)
1 C 0.49 -4.96 9.72
2 O -0.41 -5.98 9.96
3 P -1.36 -5.89 11.29
4 O -0.63 -6.09 12.58
5 O -2.49 -6.98 10.92
6 C -3.53 -7.37 11.82
7 O -2.14 -4.47 11.17
8 C -3.09 -4.15 10.18
9 H 0.17 -4.37 8.86
10 H 1.40 -5.46 9.39
11 H 0.74 -4.30 10.55
12 H -3.81 -6.68 12.61
13 H -3.25 -8.31 12.29
14 H -4.46 -7.64 11.31
15 H -3.23 -4.91 9.41
16 H -2.78 -3.21 9.75
17 H -4.09 -3.98 10.58
18 C -5.83 -10.02 13.91
19 O -4.88 -9.47 14.81
20 P -4.96 -8.06 15.52
21 O -5.38 -6.90 14.68
22 O -5.96 -8.43 16.76
23 C -6.68 -7.34 17.40
24 O -3.55 -7.81 16.27
25 C -2.35 -7.35 15.56
26 H -5.70 -11.10 13.81
27 H -5.73 -9.65 12.89
28 H -6.83 -9.78 14.26
29 H -7.70 -7.35 17.04
30 H -6.16 -6.38 17.29
31 H -6.65 -7.48 18.48
32 H -2.56 -7.26 14.50
33 H -1.61 -8.11 15.79
34 H -2.15 -6.38 16.03
35 C -8.36 -6.81 13.26
36 O -7.10 -6.49 12.73
37 H -8.98 -7.12 12.42
38 H -8.22 -7.65 13.94
39 H -8.78 -5.91 13.71
40 H -6.38 -6.65 13.36
41 C -7.76 -3.60 10.97
42 O -8.11 -4.95 10.91
43 H -6.71 -3.43 10.74
44 H -8.30 -2.98 10.25
45 H -7.96 -3.17 11.95
46 H -7.75 -5.56 11.56
47 C -11.01 -5.47 15.75
48 O -11.79 -5.67 14.55
49 H -10.22 -4.75 15.57
50 H -11.70 -5.01 16.46
51 H -10.61 -6.39 16.17
52 H -11.96 -6.61 14.47

---

Record 2
# C9H30O8

A cluster of 6 separate species, C9H30O8 in total (ωB97M-V with the def2-TZVPD basis set, OMol25).

Its strongest force on any atom is 2.717 eV/A. For the frontier orbital gap, the calculation gives 10.5 eV. The calculation puts the HOMO energy at -10.1280 eV. The SMILES is OCCO.OCCO.CCO.CO.CO.CO. Its total charge is 0. For the energy above the lowest of the compared OMol25 structures with the same formula, charge and spin, the calculation gives 44.2 kcal per mole.

CARTESIAN COORDINATES (ANGSTROEM)
1 O -1.98 -5.32 -3.48
2 C -2.63 -4.75 -2.39
3 C -2.76 -5.91 -1.31
4 O -1.48 -6.62 -1.13
5 H -1.40 -6.00 -3.12
6 H -2.01 -3.96 -1.97
7 H -3.63 -4.39 -2.65
8 H -3.52 -6.60 -1.68
9 H -3.01 -5.52 -0.33
10 H -1.54 -6.78 -0.18
11 O 2.75 2.34 2.02
12 C 3.86 2.92 1.27
13 C 3.60 2.91 -0.27
14 O 4.82 3.27 -0.97
15 H 3.11 2.27 2.91
16 H 4.11 3.90 1.68
17 H 4.75 2.32 1.48
18 H 2.80 3.59 -0.55
19 H 3.30 1.91 -0.58
20 H 5.35 2.49 -0.80
21 C 3.08 -2.83 1.50
22 C 4.27 -3.79 1.29
23 O 5.47 -3.17 1.36
24 H 2.20 -3.34 1.90
25 H 2.68 -2.44 0.57
26 H 3.26 -1.99 2.16
27 H 4.16 -4.14 0.26
28 H 4.28 -4.68 1.92
29 H 6.06 -3.74 1.86
30 C -5.87 1.89 3.51
31 O -6.62 1.02 4.31
32 H -5.46 1.42 2.62
33 H -6.31 2.83 3.15
34 H -5.01 2.20 4.11
35 H -5.99 0.33 4.52
36 C -1.65 1.04 -0.26
37 O -1.35 1.24 1.10
38 H -2.72 0.98 -0.43
39 H -1.31 1.94 -0.77
40 H -1.16 0.15 -0.66
41 H -0.44 1.54 1.17
42 C -0.88 6.86 -3.52
43 O -1.48 6.43 -4.77
44 H -0.85 6.01 -2.83
45 H 0.11 7.25 -3.73
46 H -1.35 7.69 -2.99
47 H -1.62 7.23 -5.28

---

Record 3
# C9H31BN8O8Si

A cluster of 5 separate species, C9H31BN8O8Si in total (ωB97M-V with the def2-TZVPD basis set, OMol25).

Its strongest force on any atom is 2.704 eV/A. For the frontier orbital gap, the calculation gives 9.4 eV. The calculation puts the HOMO energy at -9.2145 eV. The SMILES is CCOB(O)[SiH2]OC[C@H](C)O.NC(N)=O.NC(N)=O.NC(N)=O.NC(N)=O. Its total charge is 0. For the energy above the lowest of the compared OMol25 structures with the same formula, charge and spin, the calculation gives 0.0 kcal per mole.

CARTESIAN COORDINATES (ANGSTROEM)
1 C 2.14 -1.32 1.36
2 C 1.82 -2.84 1.66
3 O 0.52 -3.00 2.24
4 B -0.49 -3.02 1.24
5 O -0.26 -2.68 -0.12
6 Si -2.28 -3.62 1.86
7 O -3.47 -3.50 0.63
8 C -4.74 -3.81 1.26
9 C -5.74 -2.62 1.03
10 C -5.19 -1.29 1.63
11 O -6.94 -3.00 1.74
12 H 1.26 -0.76 0.99
13 H 2.44 -0.87 2.34
14 H 2.98 -1.33 0.63
15 H 2.56 -3.14 2.44
16 H 2.01 -3.49 0.79
17 H -0.10 -1.74 -0.22
18 H -2.68 -2.70 2.94
19 H -2.09 -5.00 2.36
20 H -5.16 -4.79 0.92
21 H -4.59 -3.85 2.37
22 H -5.92 -2.57 -0.07
23 H -5.53 -0.47 0.98
24 H -4.08 -1.26 1.65
25 H -5.54 -1.17 2.67
26 H -7.65 -2.62 1.22
27 N 2.13 -2.53 -2.56
28 C 3.37 -2.05 -2.26
29 N 4.19 -1.85 -3.32
30 O 3.71 -1.81 -1.10
31 H 1.83 -2.74 -3.50
32 H 1.50 -2.70 -1.80
33 H 5.11 -1.49 -3.13
34 H 3.93 -2.04 -4.27
35 N -2.89 3.05 0.99
36 C -3.00 1.71 1.22
37 N -2.01 0.96 0.68
38 O -3.93 1.22 1.85
39 H -2.14 3.47 0.47
40 H -3.61 3.64 1.38
41 H -2.06 -0.03 0.82
42 H -1.23 1.34 0.15
43 N 2.48 1.84 0.41
44 C 1.50 2.66 -0.04
45 N 1.83 3.98 -0.09
46 O 0.39 2.25 -0.38
47 H 3.38 2.15 0.69
48 H 2.26 0.86 0.46
49 H 1.13 4.62 -0.41
50 H 2.73 4.34 0.19
51 N 5.50 6.25 -3.20
52 C 4.44 5.92 -2.41
53 N 3.61 4.97 -2.93
54 O 4.24 6.43 -1.32
55 H 5.68 5.85 -4.10
56 H 6.13 6.95 -2.85
57 H 2.82 4.70 -2.37
58 H 3.75 4.53 -3.82

---

Record 4
# C9H31BrN11O6Y

A structure of composition C9H31BrN11O6Y (ωB97M-V with the def2-TZVPD basis set, OMol25).

Its strongest force on any atom is 6.143 eV/A. For the frontier orbital gap (alpha / beta), the calculation gives 9.7 / 5.2 eV. The calculation puts the HOMO energy (alpha / beta) at -18.0657 / -18.0656 eV. The spin multiplicity is 2. As for the expectation value of S²: 0.75. Its total charge is +3.

CARTESIAN COORDINATES (ANGSTROEM)
1 Y -0.10 0.17 0.69
2 Br -1.37 1.44 2.89
3 C -2.75 2.26 -0.80
4 O -1.75 1.65 -0.50
5 N -3.81 2.16 0.00
6 N -2.90 3.18 -1.77
7 H -3.65 1.67 0.87
8 H -4.66 2.65 -0.22
9 H -2.23 3.28 -2.51
10 H -3.87 3.42 -1.88
11 C -0.67 -2.33 3.02
12 O -0.11 -1.55 2.32
13 N -0.78 -3.56 2.66
14 N -0.93 -2.16 4.35
15 H -0.88 -4.22 3.41
16 H -0.56 -3.89 1.73
17 H -1.43 -2.88 4.85
18 H -0.97 -1.27 4.81
19 C -2.85 -1.71 -0.40
20 O -2.00 -1.05 0.26
21 N -3.40 -2.77 0.03
22 N -3.39 -1.28 -1.52
23 H -3.99 -3.25 -0.62
24 H -3.03 -3.07 0.93
25 H -4.28 -1.71 -1.72
26 H -2.94 -0.50 -1.98
27 C 0.29 0.37 -2.98
28 O 0.24 0.36 -1.74
29 N -0.13 -0.58 -3.74
30 N 1.21 1.11 -3.58
31 H -0.96 -1.01 -3.35
32 H -0.27 -0.17 -4.65
33 H 1.29 1.17 -4.58
34 H 1.74 1.73 -2.97
35 C 1.88 -2.38 -0.97
36 O 1.14 -1.71 -0.29
37 N 1.77 -2.52 -2.23
38 N 2.99 -2.96 -0.57
39 H 1.01 -2.06 -2.71
40 H 2.50 -3.01 -2.73
41 H 3.66 -3.36 -1.22
42 H 3.25 -2.81 0.40
43 C 3.74 1.52 2.61
44 C 2.38 1.46 1.97
45 C 2.03 2.49 0.94
46 O 0.91 2.16 0.19
47 C 0.70 3.25 -0.70
48 N 2.16 0.14 1.45
49 H 4.08 2.52 2.86
50 H 4.49 1.12 1.93
51 H 3.83 1.05 3.60
52 H 1.65 1.68 2.76
53 H 2.91 2.62 0.32
54 H 1.76 3.24 1.68
55 H 1.54 3.69 -1.24
56 H -0.18 3.81 -0.40
57 H 0.30 2.96 -1.67
58 H 2.60 -0.53 2.06
59 H 2.80 -0.01 0.68

---

Record 5
# C9H32BaN4O6

A structure of composition C9H32BaN4O6 (ωB97M-V with the def2-TZVPD basis set, OMol25).

Its strongest force on any atom is 4.117 eV/A. For the frontier orbital gap, the calculation gives 10.6 eV. The calculation puts the HOMO energy at -15.8584 eV. Its total charge is +2.

CARTESIAN COORDINATES (ANGSTROEM)
1 Ba 0.22 0.37 0.67
2 C 1.76 -2.35 3.12
3 O 0.94 -2.03 2.27
4 N 3.02 -2.75 2.87
5 N 1.51 -2.28 4.37
6 H 3.26 -2.84 1.90
7 H 3.43 -3.24 3.66
8 H 2.31 -2.31 4.99
9 H 0.54 -2.12 4.62
10 C -1.70 3.61 -0.76
11 C -2.70 2.72 0.09
12 C -3.25 1.53 -0.66
13 O -2.20 0.59 -1.17
14 C -2.91 -0.50 -1.75
15 N -1.96 2.26 1.21
16 H -2.02 3.80 -1.78
17 H -0.73 3.11 -0.79
18 H -1.57 4.67 -0.54
19 H -3.49 3.28 0.61
20 H -3.88 1.87 -1.48
21 H -3.81 1.12 0.18
22 H -3.73 -0.39 -2.46
23 H -3.32 -1.08 -0.92
24 H -2.23 -1.25 -2.15
25 H -1.65 3.07 1.74
26 H -2.58 1.82 1.88
27 C 0.69 -3.59 -1.95
28 C 0.80 -2.21 -1.37
29 C 0.97 -1.08 -2.37
30 O 0.99 0.28 -1.74
31 C 1.40 1.21 -2.74
32 N -0.36 -2.05 -0.43
33 H 1.64 -3.94 -2.34
34 H -0.01 -3.53 -2.78
35 H 0.44 -4.35 -1.21
36 H 1.62 -2.31 -0.66
37 H 0.10 -0.99 -3.03
38 H 1.88 -1.28 -2.93
39 H 1.17 2.12 -2.19
40 H 0.69 1.36 -3.56
41 H 2.45 1.22 -3.04
42 H -1.13 -1.93 -1.06
43 H -0.55 -2.91 0.07
44 O -0.20 1.34 3.37
45 H -0.53 2.22 3.58
46 H -0.34 0.84 4.17
47 O 1.50 2.99 0.50
48 H 1.20 3.62 1.16
49 H 2.09 3.50 -0.06
50 O 3.11 -0.17 0.41
51 H 3.67 -0.08 -0.36
52 H 3.46 -0.94 0.87

---

Record 6
# C9H32O7

A cluster of 7 separate species, C9H32O7 in total (ωB97M-V with the def2-TZVPD basis set, OMol25).

Its strongest force on any atom is 3.450 eV/A. For the frontier orbital gap, the calculation gives 9.2 eV. The calculation puts the HOMO energy at -8.8054 eV. The SMILES is CCO.CCO.CO.CO.CO.CO.CO. Its total charge is 0. For the energy above the lowest of the compared OMol25 structures with the same formula, charge and spin, the calculation gives 153.1 kcal per mole.

CARTESIAN COORDINATES (ANGSTROEM)
1 C 2.63 -0.61 -2.20
2 C 3.81 -0.73 -1.26
3 O 3.78 -2.06 -0.73
4 H 2.52 -1.56 -2.74
5 H 2.72 0.26 -2.84
6 H 1.72 -0.55 -1.61
7 H 3.62 -0.08 -0.41
8 H 4.75 -0.43 -1.73
9 H 3.83 -2.60 -1.52
10 C 0.40 1.04 -0.08
11 C -0.88 0.36 0.25
12 O -1.18 -0.80 -0.55
13 H 1.27 0.43 0.13
14 H 0.49 2.04 0.33
15 H 0.30 1.16 -1.16
16 H -1.66 1.12 0.13
17 H -0.94 0.09 1.30
18 H -1.88 -1.33 -0.17
19 C 1.04 -2.70 -0.37
20 O 2.15 -3.29 0.36
21 H 0.15 -3.07 0.12
22 H 1.02 -1.61 -0.34
23 H 0.92 -3.07 -1.38
24 H 2.93 -2.75 0.18
25 C -1.14 2.43 -2.23
26 O -0.46 2.46 -3.47
27 H -2.20 2.55 -2.43
28 H -0.93 1.51 -1.67
29 H -0.94 3.31 -1.62
30 H -0.89 1.83 -4.05
31 C 0.76 4.11 1.66
32 O 1.09 5.50 1.43
33 H 1.51 3.74 2.36
34 H -0.16 3.93 2.22
35 H 0.86 3.42 0.83
36 H 1.92 5.41 0.94
37 C -4.66 -1.39 0.05
38 O -3.32 -0.96 0.17
39 H -5.01 -2.02 0.87
40 H -5.25 -0.48 -0.04
41 H -4.78 -1.89 -0.90
42 H -3.27 -0.27 0.83
43 C -1.37 -1.83 3.41
44 O -0.16 -2.55 3.46
45 H -2.26 -2.43 3.24
46 H -1.39 -1.42 4.42
47 H -1.33 -1.08 2.62
48 H -0.15 -3.14 4.21

---

Record 7
# C9H33O9

A cluster of 9 separate species, C9H33O9 in total (ωB97M-V with the def2-TZVPD basis set, OMol25).

Its strongest force on any atom is 2.538 eV/A. For the frontier orbital gap, the calculation gives 3.7 eV. The calculation puts the HOMO energy at 2.7081 eV. Its total charge is -3. For the energy above the lowest of the compared OMol25 structures with the same formula, charge and spin, the calculation gives 0.0 kcal per mole.

CARTESIAN COORDINATES (ANGSTROEM)
1 C -0.38 0.86 0.89
2 O 0.03 1.74 1.86
3 H -0.65 1.35 -0.07
4 H 0.41 0.09 0.72
5 H -1.24 0.23 1.23
6 C -1.70 4.24 -2.55
7 O -0.98 5.28 -1.98
8 H -1.46 3.26 -2.09
9 H -2.78 4.49 -2.44
10 H -1.47 4.18 -3.64
11 C 3.23 -2.19 2.42
12 O 2.62 -2.21 3.65
13 H 4.30 -1.89 2.52
14 H 3.23 -3.17 1.88
15 H 2.75 -1.47 1.72
16 C -1.80 -2.41 -0.47
17 O -3.17 -2.61 -0.11
18 H -1.76 -2.12 -1.52
19 H -1.44 -1.54 0.09
20 H -1.20 -3.27 -0.21
21 H -3.21 -2.95 0.78
22 C 1.89 1.94 -3.31
23 O 1.83 1.25 -4.56
24 H 1.75 3.02 -3.41
25 H 1.19 1.47 -2.62
26 H 2.89 1.80 -2.88
27 H 0.93 1.15 -4.85
28 C 1.51 -1.72 -0.63
29 O 1.74 -3.14 -0.64
30 H 2.48 -1.21 -0.59
31 H 0.95 -1.48 -1.54
32 H 0.87 -1.41 0.19
33 H 2.61 -3.31 -1.00
34 C -1.76 -1.42 3.42
35 O -0.45 -1.48 3.91
36 H -2.52 -1.92 4.04
37 H -2.07 -0.39 3.23
38 H -1.89 -1.89 2.43
39 H -0.14 -2.39 3.87
40 C -4.14 0.70 -0.30
41 O -4.99 -0.45 -0.53
42 H -4.78 1.56 -0.09
43 H -3.49 0.42 0.52
44 H -3.53 0.92 -1.18
45 H -4.42 -1.18 -0.27
46 C 3.36 1.35 0.36
47 O 3.34 1.47 1.77
48 H 4.25 1.86 -0.03
49 H 3.34 0.31 0.05
50 H 2.48 1.90 -0.01
51 H 3.43 2.39 2.00

---

Record 8
# C9H34KNO11

A structure of composition C9H34KNO11 (ωB97M-V with the def2-TZVPD basis set, OMol25).

Its strongest force on any atom is 2.937 eV/A. For the frontier orbital gap, the calculation gives 8.5 eV. The calculation puts the HOMO energy at -9.7155 eV. Its total charge is 0. For the energy above the lowest of the compared OMol25 structures with the same formula, charge and spin, the calculation gives 4.2 kcal per mole.

CARTESIAN COORDINATES (ANGSTROEM)
1 K 9.46 -4.71 16.43
2 N 11.36 -7.22 16.30
3 O 12.58 -7.40 16.29
4 O 10.65 -7.32 17.33
5 O 10.79 -6.86 15.26
6 O 8.64 -6.57 13.35
7 H 8.88 -5.86 12.74
8 H 9.48 -6.91 13.68
9 O 13.52 -10.52 15.01
10 H 14.23 -9.93 15.30
11 H 12.74 -10.19 15.47
12 O 10.19 -5.71 19.48
13 H 11.09 -5.41 19.36
14 H 10.14 -6.54 18.99
15 O 13.29 -7.08 13.35
16 H 12.64 -6.92 14.05
17 H 14.14 -7.08 13.80
18 O 14.07 -8.33 19.54
19 H 13.49 -7.92 18.89
20 H 14.24 -7.64 20.19
21 C 16.66 -6.63 16.93
22 C 16.52 -7.61 15.79
23 C 17.50 -8.76 15.80
24 O 15.24 -8.27 15.82
25 H 16.97 -7.12 17.86
26 H 15.68 -6.22 17.20
27 H 17.32 -5.80 16.69
28 H 16.52 -7.06 14.84
29 H 17.32 -9.38 16.68
30 H 18.55 -8.46 15.78
31 H 17.30 -9.39 14.94
32 H 14.54 -7.65 16.06
33 C 8.83 -10.99 15.07
34 C 7.59 -10.12 15.34
35 C 6.59 -10.99 16.09
36 O 8.12 -9.03 16.15
37 H 9.23 -11.45 15.97
38 H 9.64 -10.49 14.53
39 H 8.52 -11.81 14.42
40 H 7.14 -9.71 14.44
41 H 6.44 -11.86 15.45
42 H 5.63 -10.45 16.15
43 H 6.82 -11.30 17.11
44 H 9.06 -9.13 16.19
45 C 10.24 -12.72 18.85
46 C 11.02 -11.45 19.13
47 C 12.46 -11.63 18.62
48 O 10.39 -10.40 18.44
49 H 9.18 -12.74 19.12
50 H 10.76 -13.60 19.24
51 H 10.34 -12.98 17.79
52 H 11.08 -11.33 20.22
53 H 13.20 -10.92 18.99
54 H 12.47 -11.52 17.53
55 H 12.90 -12.60 18.83
56 H 10.93 -9.61 18.56

---

Record 9
# C9H34N10O8

A cluster of 8 separate species, C9H34N10O8 in total (ωB97M-V with the def2-TZVPD basis set, OMol25).

Its strongest force on any atom is 10.030 eV/A. For the frontier orbital gap, the calculation gives 9.7 eV. The calculation puts the HOMO energy at -9.2536 eV. The SMILES is NC(N)=O.NC(N)=O.NC(N)=O.NC(N)=O.NC(N)=O.CCO.CO.CO. Its total charge is 0. For the energy above the lowest of the compared OMol25 structures with the same formula, charge and spin, the calculation gives 21.6 kcal per mole.

CARTESIAN COORDINATES (ANGSTROEM)
1 N -0.63 -4.06 0.31
2 C -1.15 -3.07 -0.38
3 N -1.59 -1.99 0.22
4 O -0.91 -3.00 -1.82
5 H -0.01 -4.66 -0.27
6 H -1.23 -4.59 0.98
7 H -2.05 -1.24 -0.30
8 H -1.93 -2.07 1.21
9 N -0.92 0.65 2.36
10 C -1.76 0.05 3.08
11 N -2.44 0.77 3.92
12 O -2.00 -1.35 2.97
13 H -0.16 0.12 1.84
14 H -0.83 1.66 2.49
15 H -3.30 0.52 4.32
16 H -2.07 1.77 4.17
17 N 0.87 -0.96 1.13
18 C 1.60 -1.66 1.97
19 N 1.25 -2.94 1.90
20 O 2.76 -1.14 2.46
21 H 1.30 -0.11 0.69
22 H 0.06 -1.41 0.61
23 H 1.78 -3.68 2.43
24 H 0.31 -3.22 1.49
25 N -2.53 2.54 0.67
26 C -3.72 2.80 1.10
27 N -4.18 3.97 0.74
28 O -4.47 1.92 1.77
29 H -2.09 1.68 0.92
30 H -2.00 3.22 0.10
31 H -5.17 4.26 0.92
32 H -3.65 4.56 0.12
33 N 2.12 1.18 -0.21
34 C 1.61 2.01 0.65
35 N 2.04 1.79 1.85
36 O 0.65 2.92 0.41
37 H 1.78 1.42 -1.12
38 H 3.01 0.64 -0.06
39 H 1.65 2.30 2.65
40 H 2.67 1.05 2.10
41 C 3.21 -1.65 -2.87
42 C 2.04 -2.07 -2.16
43 O 1.08 -1.02 -2.24
44 H 3.13 -1.39 -3.95
45 H 3.94 -2.50 -2.89
46 H 3.65 -0.79 -2.44
47 H 2.29 -2.10 -1.12
48 H 1.50 -2.89 -2.50
49 H 0.24 -1.38 -2.06
50 C -1.57 0.67 -1.56
51 O -2.67 0.26 -0.82
52 H -1.32 -0.12 -2.40
53 H -0.67 0.81 -0.93
54 H -1.86 1.56 -2.13
55 H -2.91 1.12 -0.51
56 C 2.77 1.66 -3.46
57 O 1.51 1.56 -2.86
58 H 3.08 2.68 -3.55
59 H 2.92 1.18 -4.46
60 H 3.52 1.19 -2.79
61 H 1.39 0.60 -2.67